C6H12O | ωB97M-V/def2-TZVPD

Structure (ORCA input):
```
! wB97M-V def2-TZVPD RIJCOSX def2/J DEFGRID3
* xyz 0 1
C -1.0286 -1.5125 1.4477
C 0.2220 -1.0659 1.3025
O 0.6526 0.2172 1.3115
C -0.2956 1.1080 1.8528
H -1.1966 -2.5786 1.5111
H -1.9117 -0.8867 1.5290
H 1.0701 -1.7329 1.1899
H -0.5220 0.7969 2.8813
H -1.2159 1.0878 1.2593
H 0.1380 2.1083 1.8480
C -0.3836 -0.8360 -1.8631
C 0.7644 -0.1659 -1.8533
C 0.9049 1.3136 -1.6817
H -1.3374 -0.3256 -1.7436
H -0.4171 -1.9121 -2.0058
H 1.6974 -0.6980 -2.0381
H 1.2931 1.7335 -2.6163
H -0.0521 1.7937 -1.4463
H 1.6182 1.5554 -0.8850
*
```

As for the LUMO energy: 0.0384 hartree. The highest occupied orbital energy is -8.78 eV. As for the HOMO-LUMO gap: 9.8 eV. For the energy relative to the best compared isomer or geometry (same formula, charge and spin), the calculation gives 52.9 kcal per mole. Its SMILES is C=COC.C=CC.